Record 1
An isolated ion of composition C24H42BrN4O3P2S2 and charge +1 at a distorted geometry, computed with wB97M-V/def2-TZVPD.

Positions of all 78 atoms, in Å:
C 1.163 -5.718 -1.073
C 1.103 -5.188 -2.512
C -0.127 -4.372 -2.806
O -1.221 -4.769 -2.582
O 0.110 -3.170 -3.416
C -0.692 -2.080 -3.006
C 0.088 -1.047 -2.164
N -0.678 -0.640 -0.974
C -1.589 0.409 -0.971
C -1.904 1.252 -2.174
C -1.272 2.645 -2.115
C 0.216 2.711 -2.520
C 1.146 2.968 -1.324
C 2.602 2.880 -1.788
C 3.622 3.216 -0.692
C 4.010 2.070 0.228
S 4.575 0.629 -0.723
C 5.552 -0.187 0.441
N 5.210 -0.601 1.625
N 6.308 -1.156 2.206
C 7.263 -1.058 1.336
O 6.866 -0.456 0.213
C -2.100 0.484 0.302
P -3.318 1.803 0.660
C -5.062 1.210 0.523
C -5.943 1.331 1.785
C -2.982 2.649 2.268
C -2.264 3.982 1.980
N -1.496 -0.553 1.058
C -1.863 -0.747 2.460
Br -3.792 -1.103 2.568
C -1.150 -1.799 3.291
C 0.126 -1.230 3.976
C -0.640 -1.187 0.245
P 0.497 -2.587 0.576
S 2.159 -2.084 1.422
H 1.906 -5.137 -0.522
H 0.225 -5.591 -0.542
H 1.512 -6.741 -1.027
H 1.026 -6.053 -3.170
H 2.008 -4.670 -2.812
H -1.596 -2.379 -2.478
H -1.020 -1.577 -3.913
H 0.204 -0.140 -2.736
H 1.070 -1.414 -1.892
H -1.613 0.699 -3.064
H -2.984 1.358 -2.199
H -1.827 3.295 -2.788
H -1.389 3.072 -1.125
H 0.370 3.533 -3.216
H 0.548 1.799 -3.012
H 0.976 2.182 -0.581
H 0.938 3.950 -0.904
H 2.785 1.908 -2.245
H 2.723 3.632 -2.569
H 4.529 3.574 -1.178
H 3.244 4.047 -0.100
H 3.206 1.777 0.899
H 4.841 2.400 0.845
H 8.265 -1.405 1.493
H -5.535 1.801 -0.255
H -5.113 0.181 0.173
H -6.644 0.506 1.864
H -6.509 2.258 1.777
H -5.362 1.318 2.701
H -3.942 2.905 2.704
H -2.390 2.073 2.973
H -2.616 4.433 1.058
H -1.183 3.865 1.950
H -2.484 4.674 2.791
H -1.732 0.201 2.962
H -0.976 -2.741 2.786
H -1.826 -2.027 4.105
H -0.060 -1.132 5.041
H 0.453 -0.292 3.544
H 0.906 -1.976 3.898
H 0.768 -3.030 -0.721
H -0.220 -3.643 1.157

Summary:
Total energy ... -5437.24732 hartree
Spin multiplicity ... 1
Kohn-Sham gap ... 7.543 eV
SMILES ... CCC(=O)OCC[n+]1c(CCCCCCCSc2nnco2)c(P(CC)CC)n([C@@H](Br)CC)c1[PH2]=S
Net charge ... +1

---

Record 2
An isolated ion of composition C24H42FO2P2S and charge -1 at a distorted geometry, computed with wB97M-V/def2-TZVPD.

Positions of all 72 atoms, in Å:
C 9.352 1.782 -0.201
C 7.860 1.917 -0.628
C 7.249 0.556 -1.061
C 7.245 -0.399 0.143
C 6.103 -1.428 0.147
C 4.694 -0.798 -0.097
C 3.650 -1.610 0.712
C 2.264 -1.485 0.024
C 1.235 -2.400 0.725
C 0.643 -1.812 2.017
C -0.083 -0.464 1.812
C -1.550 -0.474 2.302
P -2.735 0.189 1.015
C -4.538 -0.020 1.405
C -5.487 1.002 0.716
C -6.310 0.424 -0.417
C -6.112 -0.809 -0.993
C -6.886 -1.234 -2.047
C -7.871 -0.439 -2.563
C -8.100 0.789 -1.981
C -7.328 1.200 -0.936
C -2.115 1.155 -0.444
C -3.110 1.189 -1.616
C -2.401 0.838 -2.948
F -3.692 2.446 -1.759
P -2.788 2.167 2.294
S -0.986 2.960 2.585
C -2.596 -1.489 0.111
O -3.105 -2.534 0.605
O -1.944 -1.491 -0.964
H 9.679 0.743 -0.205
H 9.954 2.374 -0.895
H 9.490 2.221 0.789
H 7.276 2.236 0.239
H 7.761 2.630 -1.450
H 7.825 0.157 -1.905
H 6.245 0.791 -1.424
H 7.197 0.175 1.076
H 8.197 -0.944 0.177
H 6.058 -1.896 1.135
H 6.242 -2.194 -0.624
H 4.462 -0.844 -1.163
H 4.715 0.231 0.276
H 3.924 -2.665 0.788
H 3.555 -1.121 1.686
H 2.343 -1.813 -1.017
H 1.995 -0.426 0.087
H 1.771 -3.321 0.993
H 0.440 -2.675 0.024
H 0.001 -2.581 2.460
H 1.481 -1.681 2.717
H -0.008 -0.167 0.766
H 0.434 0.277 2.426
H -1.672 0.056 3.253
H -1.836 -1.508 2.515
H -4.640 0.139 2.486
H -4.918 -1.022 1.215
H -6.176 1.411 1.463
H -4.919 1.852 0.322
H -5.335 -1.476 -0.626
H -6.664 -2.206 -2.475
H -8.443 -0.793 -3.414
H -8.872 1.446 -2.369
H -7.528 2.178 -0.502
H -2.008 2.203 -0.118
H -1.119 0.855 -0.748
H -3.848 0.395 -1.475
H -2.927 0.038 -3.472
H -1.387 0.475 -2.787
H -2.379 1.756 -3.545
H -3.257 1.814 3.591
H -3.667 3.151 1.768

Summary:
Total energy ... -2270.94457 hartree
Spin multiplicity ... 1
Kohn-Sham gap ... 6.589 eV
SMILES ... CCCCCCCCCCCCP(CCc1ccccc1)(C[C@H](C)F)([PH2]=S)C(=O)[O-]
Net charge ... -1

---

Record 3
C24H42IrO6 as an isolated structure at a distorted geometry, computed with wB97M-V/def2-TZVPD.

Positions of all 73 atoms, in Å:
Ir -0.414 -0.504 -0.573
C 2.689 -0.028 -1.928
C 2.818 -0.810 -0.621
O 1.782 -0.401 0.280
C 1.892 -1.049 1.558
C 0.955 -0.365 2.519
O -0.375 -0.382 1.996
C -1.228 0.512 2.714
C -2.598 0.534 2.069
O -2.554 0.770 0.668
C -2.543 2.108 0.206
C -1.154 2.720 0.218
O -0.159 1.767 -0.224
C 0.998 2.352 -0.865
C 1.142 1.782 -2.250
O 1.329 0.365 -2.169
H 3.007 -0.649 -2.765
H 3.325 0.857 -1.901
H 3.786 -0.604 -0.159
H 2.742 -1.885 -0.790
H 2.911 -0.951 1.938
H 1.655 -2.107 1.439
H 1.262 0.676 2.666
H 0.982 -0.878 3.484
H -0.759 1.500 2.731
H -1.342 0.174 3.749
H -3.221 1.274 2.578
H -3.072 -0.443 2.174
H -3.217 2.729 0.802
H -2.924 2.071 -0.813
H -0.883 3.047 1.223
H -1.140 3.591 -0.439
H 1.866 2.106 -0.251
H 0.899 3.436 -0.908
H 1.970 2.253 -2.783
H 0.232 1.949 -2.823
C -3.691 -2.455 -2.493
C -2.767 -1.229 -2.608
C -3.664 0.040 -2.618
C -1.978 -1.138 -1.334
C -1.946 -1.248 -3.892
C -1.004 -0.249 -4.100
C -0.346 -0.110 -5.309
C -0.623 -0.992 -6.345
C -1.533 -2.018 -6.141
C -2.186 -2.153 -4.922
H -4.260 -2.414 -1.563
H -3.136 -3.393 -2.519
H -4.407 -2.460 -3.312
H -4.368 0.042 -1.785
H -4.218 0.027 -3.556
H -3.063 0.947 -2.582
H -2.601 -1.509 -0.499
H -0.804 0.438 -3.293
H 0.373 0.687 -5.453
H -0.137 -0.878 -7.304
H -1.747 -2.717 -6.939
H -2.888 -2.965 -4.799
C 0.792 -3.015 -2.402
C -0.045 -3.565 -1.272
O -0.163 -2.641 -0.139
C -1.053 -3.194 0.883
C -0.348 -4.208 1.756
H 0.468 -3.452 -3.346
H 1.850 -3.239 -2.271
H 0.669 -1.935 -2.505
H 0.395 -4.482 -0.885
H -1.060 -3.791 -1.610
H -1.916 -3.640 0.380
H -1.390 -2.349 1.473
H -0.071 -5.107 1.209
H -1.020 -4.507 2.560
H 0.550 -3.786 2.207

Summary:
Total energy ... -1494.73556 hartree
Spin multiplicity ... 2
⟨S²⟩ ... 0.760
Kohn-Sham gap (alpha / beta) ... 7.510 / 7.570 eV
Net charge ... +2

---

Record 4
C24H42O25PdS4 as an isolated structure at a distorted geometry, computed with wB97M-V/def2-TZVPD.

Positions of all 96 atoms, in Å:
Pd -24.532 -27.219 35.284
S -24.561 -27.162 32.563
O -24.414 -28.407 31.832
O -23.488 -27.032 33.551
O -24.637 -25.987 31.760
O -25.653 -27.226 33.499
C -24.103 -23.196 33.375
C -22.635 -23.148 33.122
O -22.231 -22.326 34.090
C -23.197 -21.501 34.488
O -23.120 -20.565 35.244
O -24.331 -22.016 34.088
H -24.295 -24.142 33.882
H -24.631 -23.220 32.421
H -22.579 -22.879 32.067
H -22.162 -24.125 33.222
C -27.337 -30.023 30.407
C -27.595 -29.478 31.815
O -28.007 -30.713 32.382
C -27.371 -31.730 31.755
O -27.219 -32.800 32.270
O -26.892 -31.325 30.604
H -26.625 -29.434 29.828
H -28.338 -30.007 29.976
H -28.286 -28.636 31.841
H -26.706 -29.115 32.332
C -21.273 -26.908 30.351
C -21.032 -27.676 31.672
O -20.397 -26.809 32.579
C -19.957 -25.740 31.834
O -19.206 -24.912 32.257
O -20.391 -25.847 30.573
H -22.329 -26.650 30.271
H -20.965 -27.506 29.493
H -20.562 -28.612 31.371
H -21.957 -28.014 32.139
C -23.967 -30.867 29.592
C -23.342 -31.354 30.892
O -21.969 -31.117 30.714
C -21.732 -30.544 29.501
O -20.676 -30.009 29.127
O -22.817 -30.435 28.914
H -24.633 -30.077 29.940
H -24.557 -31.626 29.078
H -23.473 -32.417 31.097
H -23.742 -30.796 31.738
C -24.607 -24.707 29.149
C -23.593 -23.721 29.713
O -24.462 -22.554 29.980
C -25.716 -22.832 29.794
O -26.596 -21.992 29.977
O -25.914 -24.163 29.421
H -24.509 -25.733 29.505
H -24.427 -24.694 28.074
H -22.892 -23.408 28.940
H -23.233 -24.172 30.638
C -28.354 -25.035 32.101
C -27.553 -24.868 33.381
O -28.324 -23.853 34.049
C -29.153 -23.231 33.216
O -29.856 -22.220 33.463
O -29.142 -23.892 32.066
H -29.104 -25.812 32.254
H -27.753 -25.105 31.195
H -26.524 -24.584 33.165
H -27.514 -25.787 33.966
C -20.614 -27.424 37.373
S -21.217 -26.241 36.082
O -22.750 -26.291 36.094
C -20.768 -24.681 37.004
H -19.541 -27.611 37.407
H -21.160 -28.366 37.314
H -21.002 -26.891 38.241
H -21.068 -23.903 36.302
H -19.721 -24.587 37.292
H -21.406 -24.643 37.887
C -21.924 -30.186 34.163
S -23.642 -30.594 34.857
O -24.358 -29.318 35.148
C -23.062 -31.303 36.476
H -22.013 -29.884 33.119
H -21.225 -31.019 34.238
H -21.573 -29.325 34.732
H -22.398 -30.624 37.010
H -22.587 -32.274 36.333
H -23.986 -31.458 37.033
C -29.033 -27.944 35.190
S -27.811 -28.448 36.472
O -26.541 -27.572 36.218
C -27.482 -30.167 35.809
H -29.357 -26.912 35.320
H -29.831 -28.670 35.033
H -28.491 -28.058 34.251
H -28.489 -30.544 35.632
H -26.944 -30.704 36.591
H -26.949 -30.010 34.871

Summary:
Total energy ... -4541.16744 hartree
Spin multiplicity ... 3
ΔE to the lowest compared entry with this formula, charge and spin ... 0.0 kcal per mole
⟨S²⟩ ... 2.004
Kohn-Sham gap (alpha / beta) ... 8.957 / 7.894 eV
Net charge ... 0

---

Record 5
C24H43BiCl2N4O4SeSi as an isolated structure at a distorted geometry, computed with wB97M-V/def2-TZVPD.

Positions of all 80 atoms, in Å:
C -1.616 -0.586 -3.605
C -1.142 -1.853 -2.961
H -1.371 -0.542 -4.671
H -1.183 0.290 -3.102
H -2.711 -0.512 -3.515
C -0.609 -2.898 -3.613
C -0.444 -3.012 -5.091
H -0.314 -3.796 -3.063
H -0.585 -2.066 -5.627
H -1.160 -3.741 -5.499
H 0.558 -3.393 -5.338
Bi -0.072 0.501 0.643
Cl -0.090 2.303 -1.138
C -0.286 -2.470 2.393
O 0.577 -1.672 1.940
N -0.012 -3.460 3.245
C 1.326 -3.648 3.803
C -1.025 -4.448 3.605
H -1.357 -2.379 2.120
H 1.928 -2.765 3.583
H 1.792 -4.544 3.367
H 1.241 -3.793 4.887
H -1.995 -4.126 3.211
H -1.088 -4.548 4.697
H -0.783 -5.432 3.176
H 0.698 2.910 5.627
H -1.231 4.387 5.129
C 1.182 3.309 4.727
C -0.819 4.643 4.143
N 0.169 3.645 3.739
H 1.853 2.551 4.327
C 0.117 3.080 2.538
O 0.926 2.187 2.144
H -1.622 4.653 3.400
H -0.723 3.428 1.912
H 1.740 4.216 4.995
H -0.368 5.646 4.201
H 1.352 -0.215 -3.108
H 2.341 -2.874 -2.553
C 2.311 0.053 -2.633
C 3.167 -2.245 -2.181
N 2.691 -0.972 -1.657
H 2.218 1.022 -2.134
C 2.521 -0.823 -0.351
O 2.159 0.265 0.197
H 3.681 -2.772 -1.366
H 2.700 -1.717 0.265
H 3.092 0.073 -3.403
H 3.861 -2.051 -3.008
O -0.243 -1.018 -1.020
C -1.266 -1.849 -1.444
C 0.087 -3.782 -0.543
C -1.169 -3.224 -0.774
H 0.962 -3.165 -0.781
C 0.201 -5.072 -0.019
H -2.250 -1.400 -1.210
C -2.326 -3.921 -0.415
H 1.198 -5.499 0.136
C -0.959 -5.785 0.299
C -2.217 -5.205 0.115
H -3.298 -3.446 -0.564
H -0.878 -6.797 0.704
H -3.112 -5.763 0.393
Si -0.421 5.686 -2.027
Cl -0.667 4.222 -3.513
C 1.427 5.876 -1.747
C -1.600 5.367 -0.605
C -0.923 7.302 -2.849
H 1.938 4.910 -1.648
H 1.634 6.489 -0.858
H 1.834 6.404 -2.625
H -0.223 7.532 -3.663
H -0.901 8.135 -2.134
H -1.929 7.240 -3.276
H -1.506 4.360 -0.178
H -2.630 5.491 -0.976
H -1.428 6.111 0.189
Se -0.215 0.192 5.586
C -1.069 0.355 4.042
N -1.645 0.447 3.006

Summary:
Total energy ... -5286.32158 hartree
Spin multiplicity ... 1
ΔE to the lowest compared entry with this formula, charge and spin ... 0.0 kcal per mole
Kohn-Sham gap ... 7.146 eV
Net charge ... 0

---

Record 6
C24H43Cl16FGa as an isolated structure at a distorted geometry, computed with wB97M-V/def2-TZVPD.

Positions of all 85 atoms, in Å:
C -0.827 -1.638 5.654
C -0.185 -1.685 4.274
C -0.263 -0.407 3.425
C -1.518 0.463 3.493
C -2.689 0.095 2.589
C -3.370 -1.265 2.790
C -2.771 -2.462 2.030
C -3.431 -2.849 0.687
C -2.611 -2.450 -0.536
C -2.865 -1.032 -1.027
C -1.738 -0.460 -1.887
Ga -1.193 1.399 -1.288
F -2.731 2.147 -0.621
C -0.513 2.675 -2.714
C 0.775 3.366 -2.265
C 2.064 2.563 -2.419
C 2.713 2.491 -3.809
C 2.448 1.272 -4.685
C 2.992 -0.054 -4.126
C 1.885 -1.062 -3.804
C 2.044 -1.953 -2.585
C 2.037 -1.225 -1.254
H -0.222 -1.065 6.358
H -0.924 -2.644 6.063
H -1.823 -1.200 5.636
H 0.875 -1.907 4.424
H -0.581 -2.529 3.713
H -0.112 -0.674 2.376
H 0.595 0.216 3.691
H -1.216 1.469 3.201
H -1.868 0.548 4.526
H -3.443 0.874 2.713
H -2.350 0.187 1.558
H -3.393 -1.487 3.861
H -4.415 -1.171 2.488
H -1.720 -2.252 1.830
H -2.779 -3.335 2.685
H -3.615 -3.924 0.675
H -4.412 -2.368 0.614
H -2.771 -3.149 -1.362
H -1.552 -2.527 -0.266
H -3.823 -1.023 -1.560
H -3.032 -0.398 -0.158
H -0.873 -1.116 -1.783
H -2.000 -0.456 -2.949
H -0.139 1.321 -0.056
H -1.298 3.411 -2.905
H -0.372 2.135 -3.654
H 0.683 3.573 -1.195
H 0.923 4.343 -2.747
H 1.880 1.558 -2.032
H 2.809 3.007 -1.751
H 2.455 3.397 -4.366
H 3.798 2.526 -3.663
H 1.377 1.154 -4.847
H 2.881 1.472 -5.669
H 3.607 0.144 -3.244
H 3.660 -0.513 -4.857
H 1.764 -1.709 -4.677
H 0.941 -0.531 -3.701
H 2.939 -2.578 -2.686
H 1.191 -2.638 -2.585
H 2.791 -0.437 -1.214
H 1.067 -0.756 -1.079
H 2.236 -1.909 -0.430
C 1.486 -2.214 9.509
Cl 2.087 -2.412 7.866
Cl 2.698 -1.373 10.484
Cl -0.004 -1.276 9.487
Cl 1.171 -3.803 10.217
C -5.103 1.731 -4.046
Cl -6.724 2.115 -4.686
Cl -4.542 0.229 -4.799
Cl -3.995 3.035 -4.466
Cl -5.164 1.534 -2.317
C 3.025 -2.736 3.043
Cl 4.316 -2.692 1.840
Cl 1.752 -1.620 2.588
Cl 2.372 -4.377 3.139
Cl 3.685 -2.284 4.623
C 4.587 6.230 -5.073
Cl 3.859 5.978 -3.491
Cl 3.538 7.265 -6.049
Cl 6.163 7.017 -4.886
Cl 4.797 4.679 -5.878

Summary:
Total energy ... -10327.95382 hartree
Spin multiplicity ... 1
Kohn-Sham gap ... 6.385 eV
Net charge ... -1